Arrangement P

Below is an isolated molecule of C6H9NO2S, with properties calculated with ωB97M-V/def2-TZVPD.

Positions of all 19 atoms, in Å:
C: -0.386 -0.936 0.277
C: 1.119 -0.217 -1.480
C: -0.632 -2.015 0.955
C: -0.985 0.418 0.456
C: 1.905 -0.123 -2.628
C: -1.548 0.715 1.900
N: 0.584 -1.035 -0.773
O: -0.116 2.938 0.168
O: 1.450 1.260 1.124
S: 0.426 1.568 0.184
H: -0.119 -2.996 0.879
H: -1.427 -1.997 1.673
H: -1.734 0.623 -0.334
H: 2.905 0.279 -2.407
H: 1.411 0.424 -3.436
H: 1.932 -1.182 -3.219
H: -1.491 1.808 2.105
H: -0.771 0.139 2.477
H: -2.521 0.329 2.079

The lowest unoccupied orbital energy (spin up / spin down) is -0.384 / -0.386 eV. The HOMO-LUMO gap (spin up / spin down) comes out at 7.564 / 7.560 eV.

Arrangement Q

Below is an isolated molecule of C6H9NO2S, with properties calculated with ωB97M-V/def2-TZVPD.

Positions of all 19 atoms, in Å:
C: 0.797 0.206 0.678
C: -1.298 -1.131 0.180
C: 2.003 -0.440 0.327
C: -1.049 1.495 0.849
C: -1.758 -2.512 -0.173
C: 0.499 1.743 -1.119
N: 0.138 1.285 0.220
O: 2.255 -1.576 -0.073
O: 2.991 0.453 0.744
S: -2.347 0.099 0.445
H: -0.858 1.502 1.872
H: -1.431 2.462 0.757
H: -2.790 -2.972 0.223
H: -0.963 -3.335 0.006
H: -1.832 -2.401 -1.263
H: 0.248 2.675 -1.478
H: 1.579 1.662 -1.179
H: 0.057 0.935 -1.860
H: 3.760 -0.150 0.843

The lowest unoccupied orbital energy is -0.076 eV. The HOMO-LUMO gap comes out at 7.592 eV.

Relative energies, kJ/mol: arrangement P 0.0; arrangement Q 160.7.

Arrangement P

Below is a cluster of 11 separate species, C42H116N10O11 in total, with properties calculated with ωB97M-V/def2-TZVPD.

Positions of all 179 atoms, in Å:
C: 3.750 2.032 -1.948
C: 3.403 2.025 -3.410
O: 4.561 2.404 -4.167
H: 2.984 1.573 -1.327
H: 3.981 3.034 -1.581
H: 4.696 1.514 -1.775
H: 2.553 2.674 -3.653
H: 3.068 1.031 -3.738
H: 4.284 3.031 -4.840
C: -6.735 0.762 -2.421
C: -6.803 -0.737 -2.628
C: -5.748 -1.470 -1.833
O: -4.479 -1.012 -2.185
C: -3.445 -1.672 -1.536
N: -8.120 -1.210 -2.164
H: -7.576 1.220 -2.961
H: -5.866 1.236 -2.880
H: -6.836 1.066 -1.381
H: -6.640 -0.998 -3.682
H: -5.798 -2.551 -2.061
H: -5.952 -1.383 -0.755
H: -3.582 -1.711 -0.444
H: -2.482 -1.176 -1.670
H: -3.300 -2.714 -1.861
H: -8.154 -2.225 -2.223
H: -8.827 -0.899 -2.822
C: -2.049 -5.177 -0.206
C: -1.096 -5.791 0.823
C: 0.086 -6.420 0.117
O: 0.858 -7.292 0.918
C: 0.210 -8.508 1.221
N: -0.612 -4.745 1.731
H: -2.785 -4.504 0.232
H: -2.660 -5.986 -0.629
H: -1.491 -4.755 -1.044
H: -1.660 -6.560 1.368
H: 0.748 -5.604 -0.190
H: -0.224 -6.930 -0.806
H: 0.950 -9.154 1.689
H: -0.165 -9.006 0.320
H: -0.609 -8.358 1.930
H: -1.362 -4.350 2.281
H: 0.122 -5.099 2.334
C: -0.389 -0.899 1.613
C: 0.246 -1.215 0.262
C: 1.059 -0.060 -0.278
O: 0.229 1.085 -0.411
C: 0.026 1.541 -1.736
N: 1.108 -2.407 0.389
H: -0.981 -1.753 1.945
H: -1.079 -0.058 1.539
H: 0.382 -0.671 2.353
H: -0.549 -1.473 -0.448
H: 1.524 -0.371 -1.223
H: 1.879 0.194 0.406
H: -0.572 2.449 -1.716
H: -0.559 0.764 -2.253
H: 0.961 1.656 -2.284
H: 0.503 -3.182 0.667
H: 1.672 -2.262 1.236
C: 3.923 -3.319 4.674
C: 2.766 -3.163 3.693
C: 1.406 -3.154 4.389
O: 1.170 -4.295 5.180
C: 0.921 -5.462 4.435
N: 2.859 -1.963 2.873
H: 3.989 -2.432 5.313
H: 4.856 -3.433 4.122
H: 3.805 -4.162 5.359
H: 2.755 -4.010 2.997
H: 0.626 -3.078 3.614
H: 1.329 -2.287 5.050
H: 0.082 -5.295 3.746
H: 0.690 -6.260 5.135
H: 1.805 -5.767 3.863
H: 2.843 -1.130 3.457
H: 3.727 -1.926 2.343
C: -3.567 5.709 -5.478
C: -3.102 4.302 -5.779
C: -3.139 3.394 -4.559
O: -2.591 2.153 -4.933
C: -2.937 1.125 -4.042
N: -4.006 3.753 -6.841
H: -4.594 5.764 -5.110
H: -3.548 6.272 -6.413
H: -2.937 6.235 -4.757
H: -2.100 4.258 -6.206
H: -4.174 3.221 -4.229
H: -2.585 3.846 -3.722
H: -2.798 1.444 -3.002
H: -2.292 0.264 -4.223
H: -3.966 0.777 -4.181
H: -3.827 2.751 -6.826
H: -4.967 3.853 -6.522
C: -0.924 4.363 2.105
C: -0.113 3.349 2.881
C: -1.006 2.368 3.618
O: -0.253 1.713 4.621
C: -1.014 0.805 5.389
N: 0.813 2.650 1.976
H: -1.450 3.820 1.308
H: -0.286 5.089 1.604
H: -1.688 4.830 2.724
H: 0.551 3.836 3.603
H: -1.426 1.636 2.911
H: -1.865 2.884 4.084
H: -0.582 0.804 6.396
H: -0.885 -0.216 5.015
H: -2.065 1.083 5.493
H: 0.341 2.274 1.154
H: 1.192 1.843 2.463
C: -1.217 9.682 -0.413
C: -0.547 8.690 0.505
C: 0.256 7.635 -0.214
O: -0.573 6.764 -0.934
C: 0.166 5.854 -1.679
N: 0.272 9.330 1.558
H: -1.978 9.189 -1.014
H: -0.475 10.098 -1.101
H: -1.661 10.491 0.166
H: -1.329 8.123 1.039
H: 0.779 7.090 0.589
H: 1.004 8.112 -0.860
H: -0.413 5.495 -2.542
H: 0.333 4.891 -1.170
H: 1.106 6.204 -2.111
H: -0.361 9.838 2.171
H: 0.585 8.582 2.176
C: 5.144 -0.369 0.540
C: 6.242 -1.381 0.814
C: 7.276 -0.858 1.788
O: 7.742 0.398 1.396
C: 8.872 0.806 2.138
N: 5.640 -2.634 1.320
H: 4.416 -0.735 -0.187
H: 5.624 0.502 0.090
H: 4.635 -0.096 1.466
H: 6.740 -1.621 -0.138
H: 8.103 -1.594 1.805
H: 6.863 -0.907 2.810
H: 9.749 0.195 1.897
H: 8.666 0.818 3.211
H: 9.096 1.821 1.808
H: 6.394 -3.277 1.552
H: 5.124 -3.057 0.539
C: 2.633 -4.287 -2.798
C: 3.852 -3.745 -2.062
C: 4.294 -2.407 -2.603
O: 4.638 -2.564 -3.971
C: 5.109 -1.364 -4.542
N: 3.599 -3.598 -0.604
H: 1.729 -3.731 -2.542
H: 2.456 -5.317 -2.471
H: 2.806 -4.285 -3.874
H: 4.691 -4.434 -2.194
H: 5.168 -2.031 -2.056
H: 3.480 -1.667 -2.519
H: 4.324 -0.597 -4.602
H: 5.451 -1.622 -5.542
H: 5.927 -0.891 -3.982
H: 3.451 -4.559 -0.299
H: 2.694 -3.124 -0.474
C: -6.090 -1.279 3.382
C: -4.750 -1.150 2.683
C: -4.734 0.121 1.827
O: -3.437 0.257 1.314
C: -3.297 1.214 0.283
N: -3.660 -1.146 3.694
H: -6.067 -2.066 4.141
H: -6.881 -1.576 2.691
H: -6.351 -0.367 3.925
H: -4.604 -2.008 2.021
H: -4.999 0.967 2.475
H: -5.476 -0.023 1.030
H: -2.241 1.283 0.022
H: -3.724 2.183 0.557
H: -3.793 0.857 -0.631
H: -2.912 -0.605 3.260
H: -3.979 -0.577 4.474

The structure (SMILES) is COC[C@H](C)N.COC[C@H](C)N.COC[C@H](C)N.COC[C@H](C)N.COC[C@H](C)N.COC[C@H](C)N.COC[C@H](C)N.COC[C@H](C)N.COC[C@H](C)N.COC[C@H](C)N.CCO. The lowest unoccupied orbital energy is 0.507 eV. The HOMO-LUMO gap comes out at 9.153 eV.

Arrangement Q

Below is a cluster of 11 separate species, C42H116N10O11 in total, with properties calculated with ωB97M-V/def2-TZVPD.

Positions of all 179 atoms, in Å:
C: -2.656 6.388 -2.849
C: -3.488 6.761 -1.616
C: -4.950 7.151 -2.067
O: -5.478 6.134 -2.999
C: -6.891 6.307 -3.321
N: -3.634 5.526 -0.791
H: -1.745 5.872 -2.546
H: -2.414 7.318 -3.363
H: -3.201 5.918 -3.668
H: -3.051 7.659 -1.179
H: -5.122 8.079 -2.612
H: -5.559 7.126 -1.163
H: -7.276 7.212 -3.791
H: -7.440 6.214 -2.384
H: -7.118 5.412 -3.900
H: -4.543 5.109 -0.932
H: -3.006 4.784 -1.065
C: 4.227 -4.992 -6.929
C: 3.753 -4.765 -5.483
C: 3.814 -5.993 -4.575
O: 3.488 -5.657 -3.209
C: 2.171 -5.355 -2.931
N: 4.328 -3.527 -4.932
H: 3.476 -5.673 -7.330
H: 5.184 -5.513 -6.964
H: 4.195 -4.056 -7.486
H: 2.666 -4.680 -5.516
H: 4.797 -6.463 -4.575
H: 3.043 -6.654 -4.971
H: 1.561 -6.166 -3.328
H: 1.762 -4.494 -3.459
H: 2.137 -5.326 -1.842
H: 4.134 -3.535 -3.941
H: 5.314 -3.737 -4.994
C: -4.663 -4.779 -0.155
C: -4.492 -5.004 -1.668
C: -5.633 -4.458 -2.443
O: -5.510 -4.661 -3.844
C: -6.318 -3.840 -4.606
N: -3.407 -4.160 -2.087
H: -5.576 -5.237 0.223
H: -4.818 -3.738 0.130
H: -3.795 -5.199 0.353
H: -4.481 -6.069 -1.898
H: -5.699 -3.380 -2.289
H: -6.612 -4.838 -2.150
H: -6.409 -4.074 -5.667
H: -6.291 -2.789 -4.321
H: -7.348 -3.903 -4.257
H: -3.640 -4.151 -3.070
H: -3.802 -3.279 -1.790
C: 5.524 -5.406 6.776
C: 4.775 -6.339 5.782
C: 4.430 -5.631 4.432
O: 3.592 -4.506 4.642
C: 2.647 -4.180 3.528
N: 5.430 -7.631 5.597
H: 5.869 -5.898 7.686
H: 4.912 -4.540 7.028
H: 6.413 -5.046 6.257
H: 3.764 -6.445 6.178
H: 4.007 -6.351 3.732
H: 5.274 -5.412 3.778
H: 2.100 -5.085 3.264
H: 3.387 -3.850 2.799
H: 1.987 -3.341 3.746
H: 6.382 -7.689 5.929
H: 5.003 -8.200 6.314
C: 7.162 -0.863 -0.083
C: 6.668 0.454 -0.749
C: 7.687 1.426 -1.454
O: 8.253 0.644 -2.532
C: 9.276 1.314 -3.261
N: 5.721 -0.012 -1.768
H: 7.574 -1.645 -0.721
H: 6.383 -1.426 0.431
H: 7.996 -0.547 0.544
H: 6.079 1.137 -0.137
H: 8.419 1.818 -0.748
H: 7.144 2.226 -1.958
H: 8.861 2.166 -3.800
H: 9.679 0.716 -4.079
H: 10.129 1.579 -2.637
H: 5.646 0.763 -2.412
H: 6.097 -0.825 -2.235
C: -9.093 0.413 -3.444
C: -8.156 0.802 -2.288
C: -6.801 1.425 -2.607
O: -5.830 0.432 -3.032
C: -4.572 0.990 -2.960
N: -8.929 1.751 -1.522
H: -8.645 -0.279 -4.158
H: -9.527 1.291 -3.923
H: -10.006 -0.079 -3.111
H: -8.017 -0.030 -1.597
H: -6.389 1.929 -1.733
H: -6.871 2.030 -3.512
H: -4.362 1.308 -1.939
H: -4.620 1.934 -3.502
H: -3.741 0.362 -3.283
H: -9.664 1.309 -0.988
H: -8.336 1.957 -0.732
C: 2.746 0.577 -8.248
C: 3.236 0.943 -6.853
C: 2.224 0.417 -5.782
O: 1.126 1.340 -5.619
C: 1.394 2.357 -4.675
N: 4.520 0.295 -6.753
H: 2.967 -0.472 -8.444
H: 3.301 1.108 -9.022
H: 1.722 0.921 -8.391
H: 3.353 2.008 -6.652
H: 2.643 0.296 -4.783
H: 1.739 -0.551 -5.910
H: 1.370 2.031 -3.635
H: 0.544 3.023 -4.824
H: 2.367 2.836 -4.786
H: 4.602 -0.547 -7.306
H: 4.510 -0.005 -5.789
C: 2.472 4.078 3.414
C: 3.708 3.254 3.029
C: 5.073 3.920 3.536
O: 6.147 3.083 2.932
C: 7.360 2.699 3.633
N: 3.550 1.985 3.620
H: 1.526 3.760 2.977
H: 2.483 5.165 3.326
H: 2.329 3.990 4.491
H: 3.799 3.325 1.946
H: 5.212 3.743 4.603
H: 5.215 4.972 3.292
H: 8.145 2.238 3.034
H: 7.067 2.026 4.439
H: 7.817 3.579 4.086
H: 2.772 1.461 3.246
H: 4.405 1.491 3.411
C: 1.217 0.075 9.930
C: 1.090 0.362 8.422
C: 0.290 1.602 8.151
O: -1.080 1.490 8.451
C: -1.824 0.394 7.831
N: 2.423 0.448 7.838
H: 1.636 0.918 10.480
H: 1.842 -0.799 10.112
H: 0.253 -0.300 10.276
H: 0.482 -0.322 7.830
H: 0.350 1.900 7.104
H: 0.713 2.410 8.747
H: -2.879 0.523 8.071
H: -1.485 -0.613 8.075
H: -1.915 0.618 6.768
H: 2.292 0.788 6.897
H: 2.879 -0.439 7.676
C: -5.558 0.677 3.005
C: -5.180 2.091 2.514
C: -6.300 3.186 2.782
O: -7.512 2.954 2.129
C: -8.630 3.759 2.627
N: -3.865 2.504 2.952
H: -4.685 0.091 2.717
H: -6.513 0.319 2.621
H: -5.642 0.677 4.092
H: -4.943 2.080 1.451
H: -5.977 4.181 2.477
H: -6.416 3.232 3.864
H: -8.385 4.820 2.571
H: -9.042 3.402 3.571
H: -9.400 3.414 1.936
H: -3.804 3.482 2.707
H: -3.802 2.542 3.960
C: 0.712 -1.057 -0.122
C: -0.134 0.057 0.580
O: -0.138 0.005 1.993
H: 0.842 -0.934 -1.197
H: 0.238 -1.993 0.173
H: 1.727 -1.069 0.276
H: -1.156 -0.250 0.360
H: -0.001 1.085 0.243
H: -0.858 0.597 2.222

The structure (SMILES) is COC[C@H](C)N.COC[C@H](C)N.COC[C@H](C)N.COC[C@H](C)N.COC[C@H](C)N.COC[C@H](C)N.COC[C@H](C)N.COC[C@H](C)N.COC[C@H](C)N.COC[C@H](C)N.CCO. The lowest unoccupied orbital energy is 0.271 eV. The HOMO-LUMO gap comes out at 9.147 eV.

Relative energies, kJ/mol: arrangement P 0.0; arrangement Q 749.0.

Arrangement P

Below is an isolated molecule of C2H3F2NO, with properties calculated with ωB97M-V/def2-TZVPD.

Positions of all 9 atoms, in Å:
C: -0.208 -0.642 -0.877
C: 0.635 0.176 -0.083
N: 2.251 -0.180 -0.527
O: -0.069 0.797 -1.042
F: 3.101 0.837 -0.264
F: 2.551 -1.110 0.578
H: 0.151 -1.222 -1.672
H: -1.272 -0.931 -0.398
H: 0.820 0.383 0.967

The structure (SMILES) is FN(F)[C@@H]1CO1. The lowest unoccupied orbital energy is 0.970 eV. The HOMO-LUMO gap comes out at 11.306 eV.

Arrangement Q

Below is an isolated molecule of C2H3F2NO, with properties calculated with ωB97M-V/def2-TZVPD.

Positions of all 9 atoms, in Å:
C: 0.690 -0.577 0.107
C: 2.089 -0.008 0.077
N: -0.440 0.300 0.239
O: 1.684 -0.793 1.101
F: 3.142 -0.518 -0.675
F: 2.245 1.246 0.340
H: 0.502 -1.516 -0.504
H: -0.532 1.079 0.794
H: -0.941 0.542 -0.603

The structure (SMILES) is N[C@@H]1OC1(F)F. The lowest unoccupied orbital energy is 0.920 eV. The HOMO-LUMO gap comes out at 10.439 eV.

Relative energies, kJ/mol: arrangement P 434.6; arrangement Q 0.0.